Density functional theory data (the ωB97M-V functional and the def2-TZVPD basis) for 8 unconnected molecules or ions with the total composition C18H37BFNO31PS9 in a non-equilibrium geometry.

Computed properties:
- LUMO energy (eV) = -5.029
- E_HOMO (Ha) = -0.451

Geometry as ORCA input:
```
! RIJCOSX wB97M-V def2-TZVPD def2/J DEFGRID3
* xyz 1 1
H -0.04015 0.25827 -5.90541
O 5.83286 -0.17897 3.26038
H -0.70823 0.90857 7.35048
C -5.80524 -0.97035 1.11613
O -11.43785 2.53724 -3.54315
S 3.32121 -1.00952 -2.88475
H -8.60975 1.12113 -3.01894
S 6.64323 -1.55470 2.96168
C -1.98397 0.32932 -4.65240
S -10.96178 2.63810 -2.19313
H -0.95201 5.71403 -1.78036
C -0.36723 0.46049 -4.80456
H -1.16331 -2.47589 -2.07833
C 2.96477 -2.57437 1.40321
C -0.59241 1.06024 6.27334
H 0.22222 1.76345 6.09225
O 7.93098 -1.25179 3.90353
H 4.46691 -1.00967 1.39297
H -1.23206 5.04518 0.54829
O -1.82152 1.57720 5.76041
S -5.22792 0.53837 -0.77710
O 5.93031 -3.51735 -2.14808
O 4.08425 -4.52006 -3.46557
H -0.00141 -0.10299 4.53874
H -8.49720 2.98417 -0.57958
O 1.07368 5.97599 -1.60680
O -1.68239 -0.84095 5.44513
H -0.36417 -1.53610 -0.58750
H -8.30732 0.66562 -1.32150
H -0.46464 7.18421 -0.89700
O 3.78539 -4.04667 -1.00696
H 7.96651 -3.93396 -2.11396
O -6.39990 -0.11036 0.14234
O 2.18330 -2.09771 2.50138
F 0.96831 -3.22911 -3.29174
H 6.92630 -5.94064 -3.03213
P 2.02439 0.27322 -3.61262
C -0.99174 -1.46682 -1.55650
S -2.77814 0.34783 5.30038
H -6.44101 -1.05205 1.99845
O 5.91170 -2.64922 3.53068
O 5.31399 -5.85040 -1.76981
C -8.84087 1.35649 -1.97532
H -4.56507 0.50537 2.11337
O -0.81230 -2.60981 -5.04737
H -7.58912 3.13988 -2.10630
H 8.45375 0.67920 3.45816
O -3.79065 0.15670 6.29637
S 4.59382 -4.43950 -2.12670
H -3.75215 -1.05826 1.85074
C 7.03781 -4.26948 -1.64954
O 1.98091 0.27036 3.22249
H 2.03315 1.39213 -2.71581
O 0.28335 -0.74224 1.65377
H 0.29229 -0.92854 6.09146
O -5.12245 -0.23633 -1.98310
H 0.18437 1.20585 -1.20944
H 6.32490 1.60361 4.20916
O -3.97237 0.15912 0.17885
H -2.05313 -1.08268 -1.24861
S 1.64300 4.50961 -1.20635
H 2.57039 0.71237 -4.87677
H 3.90495 -1.47998 -0.23060
O -10.25069 1.23052 -1.79767
C 7.93683 0.13258 4.25276
O 0.55212 4.16415 -0.05437
C -8.52941 2.81282 -1.65956
O 2.60445 -0.31427 0.88857
S 1.62708 -0.61314 2.14886
O -0.45564 1.07394 -1.96389
O 1.52764 -2.09200 -5.53018
O 1.41823 3.62109 -2.31541
H -5.68336 -1.95918 0.66342
H 8.45765 0.28929 5.19810
H 6.01837 0.20179 5.26785
C 6.72052 -5.72111 -1.98010
C -3.16852 -0.26304 -4.55829
H 7.09585 -4.11427 -0.56820
C 3.60363 -1.33067 0.80514
O 7.07274 -1.53254 1.59104
H 2.28700 -3.05198 0.68991
H -4.16605 -0.85384 -4.47128
H 0.26668 5.88036 1.03390
C -4.45625 -0.33945 1.42911
O -5.38963 1.96361 -0.77780
H -0.13630 1.57920 -4.61486
C -0.23804 6.13046 -1.06325
C 6.46873 0.52820 4.32599
C -0.38207 -0.26276 5.55134
O -3.07551 0.51146 3.90347
H 3.70470 -3.30049 1.74141
N 0.36590 -0.46286 -3.81848
O 2.92537 4.67319 -0.58911
O -9.62237 3.55838 -2.19585
H 7.27037 -6.42103 -1.34983
B -0.34002 -0.30143 -2.47407
C -0.22727 5.32758 0.22973
O -11.79596 3.04669 -1.10131
S 0.46969 -2.09805 -4.42744
*
```

---

Density functional theory data (the ωB97M-V functional and the def2-TZVPD basis) for a molecular structure, C36H33IrN12OSTe in a non-equilibrium geometry.

Computed properties:
- LUMO energy (alpha / beta) (eV) = -9.218 / -10.230
- E_HOMO (alpha / beta) (Ha) = -0.578 / -0.581
- <S²> = 0.76
- ΔE to the lowest compared entry with this formula, charge and spin (kcal per mole) = 1.2

Geometry as ORCA input:
```
! RIJCOSX wB97M-V def2-TZVPD def2/J DEFGRID3
* xyz 3 2
C 0.15995 -1.07289 -3.99959
C -0.54650 4.39306 -4.29584
H -0.52460 5.27781 -6.24496
C -3.77738 1.42711 0.37514
C -3.34588 0.25127 0.98821
H -4.60414 0.78421 4.08149
H -1.70037 2.05893 -5.38683
H 4.15712 -1.70582 -0.52906
H 2.50040 0.97289 1.56110
N 2.48255 -4.02916 4.39415
C -2.51154 1.29676 -2.89868
C -3.47085 1.65635 -1.03507
C 1.53500 1.86191 4.66756
N -1.89912 -3.18813 2.34598
H 1.31194 2.71989 5.28769
C -0.79405 -1.29870 2.53352
C -4.35286 0.96659 3.04346
C -0.16405 0.58657 -5.72741
C 3.15560 -1.86818 -0.89440
C -4.78312 2.13672 2.43082
C 0.10704 3.53463 -3.42090
H -5.35398 2.86008 2.99641
H -0.21273 -4.35705 1.88424
H 0.80230 -1.98054 6.71660
Te 0.41472 1.44618 -1.42035
N 2.84864 -1.86914 -2.16709
H 2.22692 0.96380 -3.35719
C 1.14903 3.96790 -5.95132
C 1.82178 -2.16078 6.36606
H 3.60000 -6.65359 2.94437
N 0.10343 -2.24498 2.22948
N -3.84220 2.59591 -1.83465
C -0.02037 4.60803 -5.56173
C 1.91513 1.88910 -2.87622
C -4.49891 2.37436 1.09603
C 1.78773 3.09016 -5.08683
C -0.87429 -0.47487 -3.27902
N 2.05674 -0.34588 3.06725
H 2.48570 -1.49886 6.92457
H -4.83745 3.27731 0.60548
C -1.18253 1.18747 -5.00877
C -3.63772 0.01386 2.32436
C 1.91560 -1.87202 4.91181
C -0.39682 3.32361 -2.01846
N 2.21496 -2.74361 4.00881
H 1.30136 -0.98714 -5.81090
H -2.84265 -0.50416 0.39581
Ir 2.12246 -2.26556 2.05842
N 2.08911 -2.16783 -0.09029
H 1.55859 4.14298 -6.93700
N 1.54254 -2.19841 -2.18912
H 0.07477 -3.11222 -3.30709
C 0.81768 -2.33147 -3.47150
H -0.60291 -0.25392 2.71171
H -1.46265 4.88634 -3.99567
H 1.54911 -2.70826 -4.18192
H 2.77117 2.30141 -2.33448
H -1.48176 3.33109 -1.91866
C 1.47830 0.57878 5.19628
N -3.22043 2.35636 -3.05484
H -3.30080 -1.20105 4.07310
H 2.68950 2.57885 -5.40139
H -1.24256 -0.94159 -2.37238
O -2.61628 0.78609 -1.63977
C -1.53552 0.65715 -3.77031
C 0.51605 -0.52897 -5.22185
N 3.26581 -6.04877 3.67592
C 1.77336 -0.50251 4.38484
C 1.26076 2.86775 -3.82128
C 2.90764 -4.79421 3.43481
H 0.01541 4.04766 -1.30917
H 0.11542 0.98530 -6.69320
C 1.08316 -2.32844 -0.94799
N -1.98729 -1.86946 2.60710
H 3.27105 -6.39411 4.62458
H 1.23722 0.41991 6.23765
C 1.92931 2.02203 3.35039
C -3.29535 -1.29932 2.98792
C -0.63536 -3.39310 2.11404
H 2.08676 -3.19108 6.57254
H -4.01405 -2.07465 2.72497
S 3.03362 -4.25545 1.72604
H 0.08778 -2.66407 -0.70434
C 2.17128 0.89193 2.58708
H 2.06756 3.00386 2.91978
*
```

---

Density functional theory data (the ωB97M-V functional and the def2-TZVPD basis) for 3 unconnected molecules or ions with the total composition C9H15N3O4 in a non-equilibrium geometry.

Computed properties:
- LUMO energy (eV) = 0.285
- E_HOMO (Ha) = -0.309
- ΔE to the lowest compared entry with this formula, charge and spin (kcal per mole) = 115.0

Geometry as ORCA input:
```
! RIJCOSX wB97M-V def2-TZVPD def2/J DEFGRID3
* xyz 0 1
H -0.51259 -0.63064 -2.13204
H 0.18696 -2.80389 -1.77194
H -1.91806 -2.07083 -0.18263
H -0.86413 -2.34541 2.19071
H 1.81149 3.11674 0.80436
C 0.95343 0.43158 -0.94285
O 3.77694 -0.15148 0.75335
C 4.38185 0.34344 -0.06971
H -2.75281 1.50493 -1.15026
C -2.14955 0.33767 0.67915
H 0.76594 3.71626 1.59771
C -1.55716 -0.38605 1.82181
N -1.26726 1.07937 -0.13196
C -0.06081 0.78064 -0.13837
H -0.93597 0.21944 2.45782
H -2.42048 -0.90822 2.30489
O -3.29437 0.27666 0.32512
H 1.08181 -0.99755 -2.49990
H -1.29758 1.77269 -2.02562
C -0.65681 -1.60123 1.46728
H 0.54658 3.71181 -0.10193
C 0.39519 -0.78457 -1.71045
O 4.99672 0.88504 -0.89165
N -1.81297 1.89690 -1.08925
H 1.08343 -2.30444 -0.40075
C 0.20834 -2.09627 -0.88649
H -0.97668 -3.30168 0.36555
O 2.14809 0.72765 -1.02771
N 0.78512 3.11133 0.76504
C -0.93026 -2.28881 0.13738
H 0.28561 -1.24109 1.48332
*
```

---

Density functional theory data (the ωB97M-V functional and the def2-TZVPD basis) for 2 unconnected molecules or ions with the total composition H3O2.

Computed properties:
- LUMO energy (eV) = 5.423
- E_HOMO (Ha) = -0.116
- ΔE to the lowest compared entry with this formula, charge and spin (kcal per mole) = 1.0

Geometry as ORCA input:
```
! RIJCOSX wB97M-V def2-TZVPD def2/J DEFGRID3
* xyz -1 1
O -0.39465 -0.39873 1.23158
H -0.05988 -0.06504 -0.10118
H 0.53912 -0.40387 1.49774
H -0.40175 0.65095 -1.54018
O 0.31715 0.21669 -1.08796
*
```

---

Density functional theory data (the ωB97M-V functional and the def2-TZVPD basis) for 2 unconnected molecules or ions with the total composition C3H6BrClO in a non-equilibrium geometry.

Computed properties:
- LUMO energy (alpha / beta) (eV) = 0.670 / -3.914
- E_HOMO (alpha / beta) (Ha) = -0.283 / -0.386
- <S²> = 2.01

Geometry as ORCA input:
```
! RIJCOSX wB97M-V def2-TZVPD def2/J DEFGRID3
* xyz 0 3
H 1.03915 -0.98350 1.34922
H -0.14298 1.22721 -0.98294
H 0.05358 0.55685 1.45783
H 0.78186 0.06896 -2.10079
Br -3.13153 0.22172 0.17696
C 0.05838 -0.55628 1.23698
O -0.74705 -1.19747 2.14902
H -0.94795 0.01212 -2.03589
C -0.13745 0.19698 -1.31860
C -0.27452 -0.78009 -0.23398
H -1.53757 -0.61980 2.31757
Cl -0.42491 -2.43628 -0.69931
*
```

---

Density functional theory data (the ωB97M-V functional and the def2-TZVPD basis) for 2 unconnected molecules or ions with the total composition C6H18N2 in a non-equilibrium geometry.

Computed properties:
- LUMO energy (eV) = 1.050
- E_HOMO (Ha) = -0.320
- ΔE to the lowest compared entry with this formula, charge and spin (kcal per mole) = 16.9

Geometry as ORCA input:
```
! RIJCOSX wB97M-V def2-TZVPD def2/J DEFGRID3
* xyz 0 1
H -3.61394 1.51061 -3.83727
H 2.55866 1.44694 2.66809
C -3.10167 0.55048 -3.65743
C 1.45160 -2.25450 1.54006
H 4.00587 0.61117 3.31336
H 4.07628 1.42021 1.71655
H -3.77271 -0.26925 -3.96461
H -2.47728 0.93005 0.43176
H 1.14493 -1.90834 0.53869
H -1.05119 1.92918 0.01067
H 0.58734 -2.73895 2.02479
C -2.87455 0.25010 -2.18158
H 2.38930 0.04174 0.68281
H 3.77632 -0.94317 1.23253
H 2.25419 -3.00206 1.42336
H -3.78791 0.09957 -1.57448
H 2.35362 -1.47578 3.20053
C -1.65436 1.05662 -0.29170
N 1.93609 -1.12702 2.32828
H -2.19314 0.51411 -4.28181
H -1.01512 0.15837 -0.25811
C 3.43491 0.83457 2.39646
H -2.93204 2.01924 -1.42785
N -2.15885 1.35326 -1.55206
H -2.23760 -0.64702 -2.05944
C 2.90122 -0.36002 1.57835
*
```

---

What did the sixth record say?
Density functional theory data (the ωB97M-V functional and the def2-TZVPD basis) for 2 unconnected molecules or ions with the total composition C6H18N2 in a non-equilibrium geometry.

Computed properties:
- LUMO energy (eV) = 1.050
- E_HOMO (Ha) = -0.320
- ΔE to the lowest compared entry with this formula, charge and spin (kcal per mole) = 16.9

Geometry as ORCA input:
```
! RIJCOSX wB97M-V def2-TZVPD def2/J DEFGRID3
* xyz 0 1
H -3.61394 1.51061 -3.83727
H 2.55866 1.44694 2.66809
C -3.10167 0.55048 -3.65743
C 1.45160 -2.25450 1.54006
H 4.00587 0.61117 3.31336
H 4.07628 1.42021 1.71655
H -3.77271 -0.26925 -3.96461
H -2.47728 0.93005 0.43176
H 1.14493 -1.90834 0.53869
H -1.05119 1.92918 0.01067
H 0.58734 -2.73895 2.02479
C -2.87455 0.25010 -2.18158
H 2.38930 0.04174 0.68281
H 3.77632 -0.94317 1.23253
H 2.25419 -3.00206 1.42336
H -3.78791 0.09957 -1.57448
H 2.35362 -1.47578 3.20053
C -1.65436 1.05662 -0.29170
N 1.93609 -1.12702 2.32828
H -2.19314 0.51411 -4.28181
H -1.01512 0.15837 -0.25811
C 3.43491 0.83457 2.39646
H -2.93204 2.01924 -1.42785
N -2.15885 1.35326 -1.55206
H -2.23760 -0.64702 -2.05944
C 2.90122 -0.36002 1.57835
*
```